{"formula": "C57H73IN6O5STi", "method": "wB97M-V/def2-TZVPD", "lumo_ev": -0.38, "orbital_gap_ev": 6.28, "homo_energy_ev": -6.658, "total_energy_ev": -121528.2757, "spin_multiplicity": 1, "species": ["Ti", "C", "C", "C", "C", "C", "C", "C", "N", "C", "C", "C", "C", "C", "C", "O", "C", "C", "C", "C", "C", "C", "C", "C", "C", "O", "C", "C", "C", "C", "C", "C", "H", "H", "H", "H", "H", "H", "H", "H", "H", "H", "H", "H", "H", "H", "H", "H", "H", "H", "H", "H", "H", "H", "H", "H", "H", "H", "H", "H", "H", "H", "H", "H", "H", "H", "H", "H", "H", "H", "H", "H", "N", "C", "C", "O", "O", "H", "H", "H", "H", "C", "C", "N", "C", "C", "C", "O", "C", "C", "C", "C", "N", "C", "H", "H", "H", "H", "H", "H", "H", "H", "H", "H", "H", "H", "H", "H", "N", "S", "C", "C", "C", "C", "C", "C", "C", "C", "C", "C", "C", "C", "H", "H", "H", "H", "H", "H", "H", "H", "H", "H", "H", "I", "C", "C", "C", "C", "C", "N", "H", "H", "H", "H"], "xyz": [[0.07384, -0.30715, 0.69090], [-3.34530, 5.93273, 3.72704], [-1.92598, 5.41822, 3.48135], [-1.20192, 5.33804, 4.83256], [-1.20733, 6.43708, 2.58530], [-1.91581, 4.03234, 2.83139], [-0.68713, 3.49712, 2.43027], [-0.63869, 2.22985, 1.87108], [0.43990, 1.49989, 1.37864], [1.78628, 1.82364, 1.52432], [2.38228, 3.07048, 1.66601], [3.76244, 3.15782, 1.84463], [4.50387, 1.98672, 1.89137], [3.95783, 0.70647, 1.71515], [2.59237, 0.66414, 1.46384], [1.87874, -0.44314, 1.15601], [4.89867, -0.49522, 1.78166], [4.19810, -1.85216, 1.68571], [5.89954, -0.39377, 0.62186], [5.66066, -0.47726, 3.11698], [4.47577, 4.50495, 1.98509], [3.49788, 5.68162, 1.99289], [5.26822, 4.54087, 3.29905], [5.44103, 4.69064, 0.80647], [-1.82844, 1.46938, 1.78403], [-1.60535, 0.21750, 1.33072], [-3.06650, 1.97183, 2.14905], [-3.06527, 3.27912, 2.66490], [-4.39487, 1.22301, 2.08085], [-5.42443, 2.09732, 1.34049], [-4.33213, -0.12027, 1.34556], [-4.87910, 0.95628, 3.51473], [-3.30264, 6.94211, 4.14155], [-3.92482, 5.97296, 2.80213], [-3.88514, 5.30511, 4.43882], [-1.22250, 6.30762, 5.33736], [-1.68041, 4.60164, 5.48113], [-0.15844, 5.04388, 4.70690], [-1.19071, 7.41804, 3.06683], [-0.17499, 6.14910, 2.38496], [-1.71719, 6.53661, 1.62422], [0.20810, 4.07257, 2.58064], [1.79038, 3.96430, 1.59588], [5.57173, 2.05999, 2.05303], [3.72413, -2.00154, 0.71837], [4.94559, -2.63682, 1.83414], [3.42483, -1.96489, 2.44641], [5.36553, -0.32265, -0.32892], [6.53949, 0.48565, 0.71267], [6.54073, -1.27932, 0.59845], [4.97670, -0.66072, 3.94823], [6.41786, -1.26549, 3.12135], [6.16245, 0.47165, 3.30150], [2.78651, 5.60720, 2.81875], [4.05049, 6.61553, 2.11140], [2.93377, 5.74825, 1.06034], [4.60975, 4.36797, 4.15246], [6.04968, 3.78040, 3.32030], [5.74657, 5.51527, 3.42533], [4.89758, 4.69477, -0.14074], [5.98085, 5.63679, 0.89697], [6.17427, 3.88388, 0.76652], [-4.01561, 3.69717, 2.96317], [-4.99761, 2.46236, 0.40476], [-6.31264, 1.50614, 1.10308], [-5.74989, 2.95185, 1.93558], [-4.00074, 0.00948, 0.31584], [-3.66381, -0.82500, 1.84077], [-5.33824, -0.54727, 1.33704], [-4.96628, 1.87899, 4.08979], [-5.85847, 0.46988, 3.50096], [-4.17979, 0.29819, 4.03635], [1.65914, 1.38969, -2.02177], [0.73215, 0.86480, -3.00482], [-0.26763, -0.12055, -2.42108], [-1.14825, -0.62847, -3.07688], [-0.12645, -0.36726, -1.13205], [1.19582, 1.95073, -1.31691], [2.36293, 1.96099, -2.46813], [1.29740, 0.30355, -3.75351], [0.13390, 1.60671, -3.55085], [7.11743, -3.23654, -3.43099], [6.27493, -2.17360, -2.74212], [5.36861, -1.48314, -3.64976], [5.96254, -0.56019, -4.61654], [5.90350, -1.07711, -6.04584], [4.01357, -1.51000, -3.58491], [3.32095, -0.79661, -4.30227], [3.35426, -2.46940, -2.63416], [3.51636, -3.84507, -2.71776], [2.82563, -4.65233, -1.83107], [1.99139, -4.04834, -0.90135], [1.80446, -2.73482, -0.82768], [2.47783, -1.95984, -1.67809], [7.80201, -3.69682, -2.71738], [7.71563, -2.80935, -4.23681], [6.49142, -4.02112, -3.85845], [6.92660, -1.42393, -2.28486], [5.69826, -2.60726, -1.92907], [6.99518, -0.39395, -4.30527], [5.43730, 0.39312, -4.54498], [6.41349, -2.03661, -6.14082], [6.38212, -0.36882, -6.72376], [4.86775, -1.19944, -6.35772], [4.17246, -4.27657, -3.46392], [2.92418, -5.72904, -1.85805], [1.43651, -4.65412, -0.19048], [2.32660, -0.88716, -1.58391], [-2.80875, 1.71866, -1.23220], [-2.83548, 2.11356, -2.75527], [-4.38673, 1.58066, -3.51565], [-4.29928, 0.58522, -4.47382], [-5.46493, 0.05883, -5.01870], [-6.69810, 0.52691, -4.59590], [-6.77657, 1.51759, -3.62199], [-5.62005, 2.04464, -3.07652], [-3.16711, 3.86516, -2.66096], [-3.44527, 4.56739, -3.82698], [-3.67019, 5.93177, -3.75832], [-3.61382, 6.58381, -2.53036], [-3.32974, 5.87074, -1.37818], [-3.09907, 4.50072, -1.43491], [-2.33544, 0.81844, -1.17287], [-3.32529, 0.21693, -4.77587], [-5.40497, -0.71850, -5.76962], [-7.60553, 0.11871, -5.02288], [-7.74242, 1.87623, -3.28928], [-5.66640, 2.81194, -2.31254], [-3.49646, 4.04939, -4.77795], [-3.88991, 6.48722, -4.66098], [-3.79072, 7.65064, -2.47795], [-3.28583, 6.37871, -0.42237], [-2.87029, 3.91647, -0.55177], [0.11955, -1.24647, 3.90303], [-0.63891, -2.58398, 2.51235], [-1.26612, -3.74142, 2.94912], [-1.86331, -4.55518, 2.00181], [-1.84929, -4.18749, 0.66154], [-1.22880, -3.00793, 0.30737], [-0.60059, -2.25113, 1.22384], [-1.28634, -3.98152, 4.00131], [-2.35931, -5.46552, 2.31248], [-2.33437, -4.78488, -0.09610], [-1.19900, -2.64555, -0.71208]], "forces_ev_per_angstrom": [[0.4, 0.7, 0.0], [0.0, 0.0, 0.0], [-0.1, 0.0, 0.0], [0.0, 0.0, 0.0], [0.0, 0.0, 0.0], [0.0, 0.0, 0.0], [-0.1, -0.2, -0.1], [-0.4, 0.1, 0.1], [0.0, 0.0, -0.2], [0.4, 0.0, 0.1], [-0.1, -0.2, 0.0], [0.1, 0.0, 0.0], [0.0, 0.0, 0.0], [-0.1, 0.3, 0.0], [-0.1, 0.0, 0.2], [-0.2, -0.1, -0.3], [0.1, 0.0, 0.0], [0.0, 0.0, 0.0], [0.0, 0.0, 0.0], [0.0, 0.0, 0.0], [0.0, 0.0, 0.0], [0.0, 0.0, 0.0], [0.0, 0.0, 0.0], [0.0, 0.0, 0.0], [0.0, 0.1, 0.1], [0.3, -0.1, -0.5], [0.3, 0.1, 0.1], [0.0, 0.0, 0.0], [-0.1, 0.0, 0.0], [0.0, 0.0, 0.0], [0.0, 0.0, 0.0], [0.0, 0.0, 0.0], [0.0, 0.0, 0.0], [0.0, 0.0, 0.0], [0.0, 0.0, 0.0], [0.0, 0.0, 0.0], [0.0, 0.0, 0.0], [0.0, 0.0, 0.0], [0.0, 0.0, 0.0], [0.0, 0.0, 0.0], [0.0, 0.0, 0.0], [0.1, 0.0, 0.0], [0.0, 0.0, 0.0], [0.0, 0.0, 0.0], [0.0, 0.0, 0.0], [0.0, 0.0, 0.0], [0.0, 0.0, 0.0], [0.0, 0.0, 0.0], [0.0, 0.0, 0.0], [0.0, 0.0, 0.0], [0.0, 0.0, 0.0], [0.0, 0.0, 0.0], [0.0, 0.0, 0.0], [0.0, 0.0, 0.0], [0.0, 0.0, 0.0], [0.0, 0.0, 0.0], [0.0, 0.0, 0.0], [0.0, 0.0, 0.0], [0.0, 0.0, 0.0], [0.0, 0.0, 0.0], [0.0, 0.0, 0.0], [0.0, 0.0, 0.0], [0.0, 0.0, 0.0], [0.0, 0.0, 0.0], [0.0, 0.0, 0.0], [0.0, 0.0, 0.0], [0.0, 0.0, 0.0], [0.0, 0.0, 0.0], [0.0, 0.0, 0.0], [0.0, 0.0, 0.0], [0.0, 0.0, 0.0], [0.0, 0.0, 0.0], [0.1, 0.0, 0.1], [-0.2, -0.2, -0.2], [-0.1, 0.3, -0.1], [0.2, 0.0, 0.0], [-0.1, -0.1, 0.0], [0.0, 0.1, 0.0], [0.0, 0.0, 0.0], [0.0, 0.0, 0.0], [0.0, 0.0, 0.1], [0.0, 0.0, 0.0], [0.0, 0.0, 0.1], [0.0, 0.0, 0.0], [0.0, 0.0, 0.0], [0.0, 0.0, 0.0], [-0.1, 0.0, -0.2], [0.1, 0.0, 0.2], [0.0, 0.1, 0.1], [0.0, 0.1, 0.0], [0.0, 0.0, 0.0], [0.0, 0.0, -0.1], [0.0, 0.0, -0.1], [0.0, -0.1, 0.0], [0.0, 0.0, 0.0], [0.0, 0.0, 0.0], [0.0, 0.0, 0.0], [0.0, 0.0, 0.0], [0.0, 0.0, 0.0], [0.0, 0.0, 0.0], [0.0, 0.0, 0.0], [0.0, 0.0, 0.0], [0.0, 0.0, 0.0], [0.0, 0.0, 0.0], [0.0, 0.0, 0.0], [0.0, 0.0, 0.0], [0.0, 0.0, 0.0], [0.0, 0.0, 0.0], [-0.1, -0.2, 0.2], [0.1, 0.0, -0.2], [0.0, 0.1, 0.1], [0.1, 0.0, 0.0], [0.0, 0.0, 0.0], [0.0, 0.0, 0.0], [0.0, 0.0, 0.0], [0.0, 0.0, 0.0], [-0.1, 0.0, -0.1], [0.0, 0.0, 0.0], [0.0, 0.0, 0.0], [0.0, 0.0, -0.1], [0.0, 0.0, 0.1], [0.0, 0.0, 0.0], [0.1, 0.1, 0.0], [0.0, 0.0, 0.0], [0.0, 0.0, 0.0], [0.0, 0.0, 0.0], [0.0, 0.0, 0.0], [0.0, 0.0, 0.0], [0.0, 0.0, 0.0], [0.0, 0.0, 0.0], [0.0, 0.0, 0.0], [0.0, 0.0, 0.0], [0.0, 0.0, 0.0], [0.1, 0.0, 0.2], [-0.4, -0.3, -0.1], [0.1, -0.1, -0.1], [0.0, 0.0, 0.0], [-0.1, 0.1, 0.1], [0.3, -0.2, 0.2], [-0.3, -0.2, 0.4], [0.0, 0.0, 0.0], [0.0, 0.0, 0.0], [0.0, 0.0, 0.0], [0.0, 0.0, 0.0]]}